(1)
{"formula": "C12H18KO9", "method": "ωB97M-V with the def2-TZVPD basis set", "homo_energy_ev": [-15.91, -15.91], "gap_ev": [9.096, 2.733], "s2": 0.762, "charge": 2, "relative_energy_kcal_mol": 42.8, "multiplicity": 2, "species": ["K", "C", "C", "C", "O", "C", "O", "O", "H", "H", "H", "H", "H", "H", "C", "C", "C", "O", "C", "O", "O", "H", "H", "H", "H", "H", "H", "C", "C", "C", "O", "C", "O", "O", "H", "H", "H", "H", "H", "H"], "xyz": [[0.370, 1.451, -0.357], [-2.745, -0.690, -1.025], [-4.058, -0.267, -1.728], [-4.241, 1.162, -2.341], [-4.507, 0.858, -3.687], [-4.555, -0.494, -3.939], [-4.774, -1.106, -4.979], [-4.192, -1.153, -2.778], [-1.944, 0.019, -0.815], [-2.092, -1.264, -1.682], [-3.079, -1.338, -0.214], [-4.729, -0.396, -0.878], [-3.285, 1.659, -2.177], [-5.123, 1.680, -1.964], [4.022, 3.642, -1.238], [4.050, 3.204, 0.210], [4.247, 4.366, 1.168], [3.101, 4.398, 1.964], [2.163, 3.516, 1.540], [1.008, 3.371, 2.084], [2.708, 2.800, 0.534], [3.628, 2.806, -1.815], [4.872, 4.155, -1.687], [3.327, 4.482, -1.247], [4.887, 2.507, 0.260], [4.438, 5.271, 0.591], [5.057, 4.034, 1.817], [0.601, -5.204, 2.546], [0.280, -4.166, 1.531], [-1.064, -3.378, 1.718], [-0.676, -2.075, 1.896], [0.657, -1.930, 1.480], [1.132, -0.810, 1.199], [1.312, -3.130, 1.492], [0.586, -4.694, 3.509], [1.621, -5.547, 2.373], [-0.054, -6.074, 2.591], [0.428, -4.622, 0.553], [-1.615, -3.668, 2.612], [-1.763, -3.377, 0.881]], "lowdin_charge": [0.9315, 0.0272, -0.2645, -0.0137, 0.1328, -0.2651, 0.4903, 0.1737, 0.0503, 0.1046, 0.1011, 0.1698, 0.1452, 0.1632, -0.0197, -0.2970, -0.0912, 0.0998, -0.4576, 0.0586, -0.0148, 0.0866, 0.1074, 0.0919, 0.1625, 0.1477, 0.1492, -0.0188, -0.2815, -0.1177, 0.0299, -0.4264, 0.0213, 0.0997, 0.1015, 0.1002, 0.1055, 0.1528, 0.1430, 0.1205]}

=====

(2)
{"formula": "C12H18N2O2S", "method": "ωB97M-V with the def2-TZVPD basis set", "homo_energy_ev": -7.81, "gap_ev": 8.411, "smiles": "OC[C@@H]1CCCCN1C(=S)NCc1ccco1", "relative_energy_kcal_mol": 2.5, "multiplicity": 1, "species": ["O", "C", "C", "C", "C", "C", "C", "N", "C", "S", "N", "C", "C", "C", "C", "C", "O", "H", "H", "H", "H", "H", "H", "H", "H", "H", "H", "H", "H", "H", "H", "H", "H", "H", "H"], "xyz": [[-1.245, -2.859, 1.077], [-0.968, -2.188, -0.128], [-1.824, -0.907, -0.286], [-3.222, -1.189, -0.859], [-3.212, -1.454, -2.360], [-2.542, -0.277, -3.055], [-1.131, -0.112, -2.509], [-1.139, 0.100, -1.073], [-0.291, 1.008, -0.522], [0.371, 2.231, -1.429], [-0.065, 0.942, 0.815], [0.937, 1.751, 1.470], [2.081, 0.912, 1.941], [2.964, 1.073, 2.967], [3.841, -0.039, 2.912], [3.422, -0.793, 1.863], [2.357, -0.226, 1.267], [-2.143, -3.207, 1.047], [-1.105, -2.856, -0.987], [0.090, -1.915, -0.074], [-1.986, -0.504, 0.721], [-3.658, -2.035, -0.322], [-3.849, -0.316, -0.666], [-4.236, -1.581, -2.715], [-2.666, -2.373, -2.585], [-2.493, -0.438, -4.132], [-3.112, 0.635, -2.869], [-0.643, 0.750, -2.966], [-0.540, -1.009, -2.737], [-0.248, 0.068, 1.285], [1.276, 2.495, 0.736], [0.496, 2.278, 2.322], [2.990, 1.881, 3.668], [4.663, -0.244, 3.567], [3.775, -1.718, 1.453]], "lowdin_charge": [-0.0464, -0.2103, -0.2689, -0.1372, -0.1991, -0.1704, -0.1945, -0.0878, -0.7764, 0.6885, 0.0083, -0.1489, -0.2587, -0.0283, -0.0656, -0.1205, 0.0353, 0.0859, 0.1201, 0.1264, 0.1444, 0.1135, 0.1235, 0.1112, 0.1071, 0.1144, 0.1212, 0.0444, 0.1332, 0.1249, 0.0534, 0.1324, 0.1079, 0.0991, 0.1178]}

=====

(3)
{"formula": "C12H18N2O3S", "method": "ωB97M-V with the def2-TZVPD basis set", "homo_energy_ev": -8.71, "gap_ev": 9.266, "smiles": "CCc1ccc(N(CC(=O)NC)S(C)(=O)=O)cc1", "relative_energy_kcal_mol": 35.6, "multiplicity": 1, "species": ["C", "C", "C", "C", "C", "C", "N", "C", "C", "O", "N", "C", "S", "C", "O", "O", "C", "C", "H", "H", "H", "H", "H", "H", "H", "H", "H", "H", "H", "H", "H", "H", "H", "H", "H", "H"], "xyz": [[-4.456, -0.587, -0.630], [-3.966, 0.720, -0.002], [-2.482, 0.669, 0.222], [-1.595, 1.087, -0.760], [-0.226, 0.996, -0.579], [0.294, 0.486, 0.607], [1.683, 0.428, 0.836], [2.244, -0.775, 1.413], [1.946, -2.028, 0.580], [1.657, -3.086, 1.100], [2.038, -1.837, -0.746], [1.780, -2.893, -1.695], [2.735, 1.352, -0.080], [2.171, 3.034, 0.251], [2.612, 1.060, -1.485], [4.035, 1.186, 0.492], [-0.592, 0.059, 1.594], [-1.955, 0.148, 1.397], [-3.967, -0.751, -1.588], [-4.225, -1.428, 0.019], [-5.531, -0.553, -0.789], [-4.213, 1.552, -0.664], [-4.478, 0.875, 0.950], [-1.976, 1.483, -1.690], [0.437, 1.295, -1.374], [1.875, -0.935, 2.429], [3.325, -0.623, 1.460], [2.299, -0.934, -1.120], [1.522, -3.789, -1.132], [0.951, -2.622, -2.351], [2.667, -3.086, -2.301], [2.705, 3.695, -0.420], [1.104, 3.094, 0.084], [2.422, 3.248, 1.281], [-0.216, -0.347, 2.519], [-2.623, -0.192, 2.175]], "lowdin_charge": [-0.0936, -0.2152, -0.2507, -0.0227, -0.0380, -0.2601, -0.1853, -0.0903, -0.4880, 0.0586, 0.0322, -0.0521, 0.6398, -0.0929, -0.3089, -0.2851, 0.0040, -0.0237, 0.0743, 0.0749, 0.0684, 0.1086, 0.1092, 0.1180, 0.0935, 0.1265, 0.1204, 0.0921, 0.0829, 0.0845, 0.0853, 0.0736, 0.0552, 0.0720, 0.1144, 0.1181]}

=====

(4)
{"formula": "C12H18O2S2", "method": "ωB97M-V with the def2-TZVPD basis set", "homo_energy_ev": -8.56, "gap_ev": 9.225, "smiles": "OCCCSc1ccccc1SCCCO", "relative_energy_kcal_mol": 0.0, "multiplicity": 1, "species": ["O", "C", "C", "C", "S", "C", "C", "C", "C", "C", "C", "S", "C", "C", "C", "O", "H", "H", "H", "H", "H", "H", "H", "H", "H", "H", "H", "H", "H", "H", "H", "H", "H", "H"], "xyz": [[4.847, -1.771, -0.427], [4.037, -0.696, -0.963], [2.996, -0.068, 0.001], [2.169, -1.108, 0.805], [0.867, -0.374, 1.884], [0.244, 0.918, 0.812], [0.558, 2.247, 1.192], [0.209, 3.321, 0.348], [-0.484, 3.070, -0.807], [-0.904, 1.788, -1.166], [-0.443, 0.723, -0.376], [-0.827, -0.929, -1.167], [-1.727, -1.835, 0.096], [-2.935, -1.137, 0.738], [-4.081, -0.902, -0.261], [-5.340, -0.690, 0.414], [5.794, -1.555, -0.429], [3.537, -1.188, -1.754], [4.668, 0.135, -1.293], [3.426, 0.643, 0.699], [2.261, 0.450, -0.638], [1.675, -1.814, 0.108], [2.769, -1.672, 1.514], [1.202, 2.404, 2.106], [0.523, 4.320, 0.740], [-0.723, 3.919, -1.474], [-1.463, 1.638, -2.031], [-0.921, -2.099, 0.815], [-2.047, -2.807, -0.327], [-2.640, -0.176, 1.259], [-3.191, -1.795, 1.586], [-4.203, -1.764, -0.938], [-3.820, -0.125, -0.935], [-6.033, -1.073, -0.132]], "lowdin_charge": [-0.0866, -0.2280, -0.2118, -0.4565, 0.9085, -0.5637, -0.1009, -0.0944, -0.0965, -0.1023, -0.4771, 0.8919, -0.5313, -0.2266, -0.2593, -0.0727, 0.0846, 0.0987, 0.1171, 0.1069, 0.1020, 0.0609, 0.0654, 0.1170, 0.1186, 0.1143, 0.0759, 0.0310, 0.0862, 0.1252, 0.1180, 0.1202, 0.0883, 0.0768]}

=====

(5)
{"formula": "C12H18OSi", "method": "ωB97M-V with the def2-TZVPD basis set", "homo_energy_ev": [-6.29, -6.90], "gap_ev": [6.303, 6.948], "relative_energy_kcal_mol": 115.8, "multiplicity": 1, "species": ["C", "C", "C", "C", "C", "C", "C", "C", "C", "C", "C", "C", "O", "Si", "H", "H", "H", "H", "H", "H", "H", "H", "H", "H", "H", "H", "H", "H", "H", "H", "H", "H"], "xyz": [[-1.209, 1.089, 2.964], [-0.539, -0.106, 2.743], [-1.070, 2.144, 2.086], [0.206, -0.231, 1.632], [-0.341, 1.945, 0.924], [0.389, 0.766, 0.662], [-0.634, -2.958, 0.406], [-1.078, -2.072, -0.584], [-2.404, -1.472, -0.551], [1.235, 2.972, -2.173], [2.972, -0.661, -0.792], [-0.322, -1.825, -1.828], [1.949, 1.876, -1.617], [1.464, 0.525, -0.814], [-1.883, 1.059, 3.827], [-0.621, -0.842, 3.401], [-1.748, 3.058, 2.300], [0.849, -1.074, 1.470], [-0.458, 2.792, 0.187], [0.221, -3.490, 0.143], [-1.193, -3.050, 1.284], [-3.142, -1.926, 0.231], [-2.354, -0.497, -0.086], [-2.837, -1.291, -1.439], [0.326, 3.065, -1.658], [1.049, 2.905, -3.272], [1.912, 3.912, -2.125], [3.258, -0.823, -1.906], [3.925, -0.288, -0.222], [2.584, -1.648, -0.377], [0.485, -2.434, -2.175], [-0.992, -1.423, -2.640]], "lowdin_charge": [-0.0857, -0.0812, -0.1021, -0.1339, -0.1071, -0.2685, 0.0244, -0.4810, -0.0934, -0.1312, -0.2092, -0.0215, -0.2842, 0.7477, 0.1099, 0.0670, 0.1351, 0.0849, 0.1023, 0.0312, 0.0361, 0.1249, 0.0688, 0.0270, 0.0291, 0.0918, 0.1177, 0.0519, 0.0596, 0.0255, 0.0193, 0.0447]}

=====

(6)
{"formula": "C12H19B", "method": "ωB97M-V with the def2-TZVPD basis set", "homo_energy_ev": -8.11, "gap_ev": 8.747, "smiles": "C=CCCCB1C/C(=C\\C)C=C1C", "multiplicity": 1, "species": ["C", "C", "C", "C", "C", "B", "C", "C", "C", "C", "C", "C", "C", "H", "H", "H", "H", "H", "H", "H", "H", "H", "H", "H", "H", "H", "H", "H", "H", "H", "H", "H"], "xyz": [[3.311, -1.620, -0.865], [3.529, -0.379, -0.644], [3.401, 0.134, 0.756], [1.953, 0.273, 1.167], [1.142, 1.184, 0.250], [-0.307, 0.788, -0.075], [-0.872, -0.660, -0.251], [-2.341, -0.405, -0.143], [-3.287, -1.326, 0.127], [-3.024, -2.808, 0.200], [-2.671, 1.017, -0.220], [-1.578, 1.709, -0.242], [-1.439, 3.229, -0.320], [2.709, -2.217, -0.115], [3.547, -1.977, -1.858], [4.062, 0.339, -1.408], [3.877, -0.446, 1.482], [4.064, 1.039, 0.891], [1.940, 0.594, 2.147], [1.523, -0.759, 1.011], [1.547, 1.028, -0.798], [1.140, 2.230, 0.402], [-0.477, -1.362, 0.427], [-0.691, -1.123, -1.274], [-4.381, -1.056, 0.162], [-2.168, -2.962, 0.909], [-3.941, -3.322, 0.362], [-2.666, -3.300, -0.733], [-3.642, 1.453, -0.149], [-1.021, 3.294, -1.310], [-0.881, 3.608, 0.459], [-2.358, 3.803, -0.348]], "lowdin_charge": [-0.0204, -0.2350, -0.2437, -0.1958, -0.0973, -0.2596, -0.0478, -0.2778, -0.1094, -0.1117, -0.0124, -0.1733, -0.0400, 0.0986, 0.0568, 0.1438, 0.0843, 0.1283, 0.0884, 0.1087, 0.1398, 0.0847, 0.0795, 0.1578, 0.1172, 0.0854, 0.0466, 0.0824, 0.1230, 0.0819, 0.0438, 0.0733]}

=====

(7)
{"formula": "C12H19BIO7PSi", "method": "ωB97M-V with the def2-TZVPD basis set", "homo_energy_ev": -8.51, "gap_ev": 7.651, "smiles": "COB(O)C1=C(CCO[Si](C)(C)C)C(=O)C(I)=C(P(O)O)C1=O", "multiplicity": 1, "species": ["C", "O", "B", "O", "C", "C", "C", "C", "O", "Si", "C", "C", "C", "C", "O", "C", "I", "C", "P", "O", "O", "C", "O", "H", "H", "H", "H", "H", "H", "H", "H", "H", "H", "H", "H", "H", "H", "H", "H", "H", "H", "H"], "xyz": [[3.714, -2.772, 0.938], [3.437, -1.358, 0.872], [2.760, -0.986, -0.259], [2.892, -1.789, -1.410], [1.816, 0.281, -0.347], [0.561, 0.329, 0.059], [-0.104, -0.868, 0.727], [-1.295, -0.554, 1.659], [-2.419, 0.050, 1.061], [-3.368, -0.952, 0.073], [-5.097, -0.145, 0.039], [-3.553, -2.726, 0.678], [-2.721, -0.818, -1.705], [-0.122, 1.671, -0.213], [-1.177, 1.815, -0.723], [0.743, 2.893, 0.152], [-0.036, 4.563, 1.198], [2.004, 2.831, -0.248], [3.127, 4.264, 0.087], [4.690, 3.704, 0.095], [3.017, 5.192, -1.310], [2.435, 1.539, -0.955], [3.180, 1.523, -1.877], [2.793, -3.347, 0.780], [4.472, -3.070, 0.202], [4.139, -3.018, 1.920], [3.538, -1.318, -1.965], [0.627, -1.408, 1.356], [-0.354, -1.584, -0.076], [-1.560, -1.502, 2.169], [-0.904, 0.092, 2.465], [-5.153, 0.540, -0.816], [-5.250, 0.372, 0.995], [-5.823, -0.967, -0.048], [-2.651, -3.333, 0.497], [-4.334, -3.186, 0.045], [-3.916, -2.818, 1.711], [-3.257, -1.518, -2.365], [-2.887, 0.214, -2.048], [-1.642, -1.002, -1.807], [5.242, 4.471, 0.307], [2.434, 4.699, -1.910]], "lowdin_charge": [-0.0540, 0.0524, -0.5697, 0.1314, 0.0371, -0.0732, -0.0928, -0.2601, -0.2158, 0.4659, -0.1555, -0.1710, -0.1586, -0.3621, 0.1360, -0.6113, 0.8995, -0.3402, 0.8150, -0.2836, -0.2899, -0.3286, 0.1483, 0.0967, 0.0946, 0.0947, 0.1208, 0.1310, 0.1206, 0.1112, 0.1323, 0.0293, 0.0307, 0.0253, 0.0330, 0.0375, 0.0400, 0.0359, 0.0315, 0.0205, 0.0457, 0.0494]}

=====

(8)
{"formula": "C12H19BrMoN3O4PTe4", "method": "ωB97M-V with the def2-TZVPD basis set", "homo_energy_ev": [-6.59, -6.56], "gap_ev": [5.591, 5.181], "s2": 2.041, "multiplicity": 3, "species": ["Mo", "N", "C", "C", "O", "N", "C", "C", "O", "O", "H", "H", "H", "H", "H", "H", "Te", "Te", "Te", "Te", "Br", "C", "C", "C", "N", "C", "C", "H", "H", "H", "H", "C", "P", "C", "C", "O", "H", "H", "H", "H", "H", "H", "H", "H", "H"], "xyz": [[-0.222, -0.028, 0.210], [-1.216, 0.359, 2.418], [-1.036, 1.797, 2.660], [-1.279, 2.583, 1.353], [-1.698, 3.730, 1.366], [-0.965, 1.863, 0.274], [-1.176, 2.491, -1.002], [-0.739, 1.513, -2.094], [-0.519, 1.898, -3.228], [-0.644, 0.287, -1.718], [-2.222, 0.197, 2.306], [-0.937, -0.160, 3.253], [-0.013, 2.004, 3.000], [-1.724, 2.175, 3.424], [-0.610, 3.428, -1.100], [-2.238, 2.755, -1.137], [0.993, -2.434, -0.309], [-0.260, -4.164, 1.373], [-2.645, -2.828, 1.744], [-2.641, -1.048, -0.283], [5.296, 1.010, 3.793], [3.645, 0.724, 2.912], [3.243, 1.562, 1.867], [2.053, 1.315, 1.239], [1.255, 0.258, 1.528], [1.651, -0.525, 2.574], [2.807, -0.326, 3.283], [3.851, 2.403, 1.569], [1.703, 1.985, 0.462], [1.000, -1.361, 2.818], [3.070, -0.985, 4.096], [3.051, 2.452, -2.429], [2.816, 0.638, -2.405], [4.499, -0.072, -2.341], [2.039, 0.165, -3.976], [2.036, 0.194, -1.214], [3.633, 2.751, -3.295], [3.571, 2.764, -1.527], [2.075, 2.935, -2.473], [5.100, 0.278, -3.174], [4.427, -1.157, -2.362], [4.955, 0.229, -1.400], [2.638, 0.499, -4.816], [1.053, 0.633, -4.015], [1.917, -0.917, -4.001]], "lowdin_charge": [1.0645, -0.0882, -0.1459, -0.5529, 0.0528, -0.1795, -0.1249, -0.6395, 0.0555, -0.3979, 0.0034, 0.0835, 0.1126, 0.1269, 0.1337, 0.1439, 0.1712, -0.0580, -0.0264, 0.3321, 0.7877, -0.6504, -0.0825, -0.1382, -0.2127, -0.1522, -0.0783, 0.1108, 0.1117, 0.0790, 0.1155, -0.1505, 0.5814, -0.1565, -0.1427, -0.5407, 0.0540, 0.0440, 0.0484, 0.0509, 0.0555, 0.0490, 0.0554, 0.0314, 0.0634]}

=====

no.,total energy (eV)
1,-47469.1848
2,-30646.0493
3,-32694.2108
4,-38500.3629
5,-22657.3659
6,-13425.7335
7,-53030.9047
8,-135776.1646